{"formula": "C20H17Br6F3", "method": "ωB97M-V/def2-TZVPD", "lumo_ha": -0.0227, "spin_multiplicity": 1, "relative_energy_kj_mol": 95.3, "gap_ev": 8.58, "symbols": ["F", "C", "C", "C", "C", "C", "C", "H", "H", "H", "H", "H", "F", "C", "C", "C", "C", "C", "C", "H", "H", "H", "H", "H", "F", "C", "C", "C", "C", "C", "C", "H", "H", "H", "H", "H", "C", "Br", "Br", "Br", "H", "C", "Br", "Br", "Br", "H"], "coordinates": [[-1.320375, 2.715153, -8.010570], [-0.705492, 2.200773, -6.904391], [0.444672, 2.840083, -6.351872], [1.075114, 2.290367, -5.248643], [0.527067, 1.187360, -4.591106], [-0.642245, 0.638072, -5.088133], [-1.226475, 1.072912, -6.286729], [0.799032, 3.746370, -6.820355], [1.976282, 2.769653, -4.895687], [1.112662, 0.784254, -3.778091], [-1.049364, -0.208018, -4.554486], [-2.173971, 0.708110, -6.654923], [3.192574, 0.773406, 6.252384], [2.668782, -0.415293, 5.914969], [2.930419, -0.924461, 4.617701], [2.288741, -2.076100, 4.205483], [1.512846, -2.816342, 5.069006], [1.232579, -2.344850, 6.369859], [1.779281, -1.113525, 6.779419], [3.419390, -0.247889, 3.932454], [2.493724, -2.497173, 3.232307], [1.138931, -3.779328, 4.753966], [0.567669, -2.797796, 7.090373], [1.766910, -0.752187, 7.797105], [-2.617262, -0.361733, -0.180261], [-1.991749, 0.848469, -0.279994], [-1.549741, 1.289624, -1.526405], [-0.877171, 2.503503, -1.669131], [-0.674537, 3.302737, -0.569109], [-1.121058, 2.797601, 0.702730], [-1.733806, 1.547458, 0.820430], [-1.618504, 0.638929, -2.385628], [-0.482272, 2.856961, -2.610160], [-0.215378, 4.277789, -0.638833], [-0.948558, 3.445259, 1.549597], [-2.091769, 1.130994, 1.750385], [0.971318, -1.695550, 0.104528], [1.721961, -0.238289, 1.220682], [1.910810, -3.430894, 0.452645], [1.045892, -1.136958, -1.796907], [-0.077069, -1.762564, 0.395203], [-2.664878, -3.374104, 1.547139], [-1.768060, -3.880270, 3.251080], [-4.633971, -3.860486, 1.510918], [-1.807182, -4.360725, 0.070765], [-2.585768, -2.291302, 1.450286]], "forces_ev_per_a": [[0.560, -0.338, 0.830], [1.049, 0.339, 0.872], [-1.270, -0.483, -1.083], [-0.450, 0.203, -0.221], [0.497, 0.553, -0.842], [0.256, -0.561, -0.172], [-0.180, 1.059, 0.341], [0.136, 0.001, -0.066], [0.083, -0.062, 0.134], [-0.452, -0.156, 0.260], [-0.264, -0.142, -0.131], [0.070, -0.402, 0.005], [-0.012, -0.214, 0.270], [-1.237, -1.888, -1.140], [-0.932, 1.620, 1.278], [0.760, -0.545, 0.122], [-0.687, -0.073, 1.382], [0.641, 1.397, -0.508], [1.869, 0.255, -0.816], [0.456, -0.273, -0.122], [-0.051, 0.211, -0.176], [-0.184, -0.001, -0.064], [0.044, -0.561, -0.239], [-0.645, 0.019, 0.116], [0.207, 0.273, -0.064], [0.316, -0.842, -2.803], [0.243, -0.351, -0.406], [-0.179, -0.158, 0.158], [-0.999, -1.026, 2.325], [0.754, 0.897, -1.479], [0.058, 1.628, 2.038], [-0.328, -0.049, -0.022], [-0.216, -0.352, -0.302], [0.076, -0.032, 0.040], [-0.104, -0.248, 0.296], [0.151, 0.257, 0.337], [0.819, 0.351, -0.014], [-0.358, -0.784, -0.609], [-0.748, 1.353, -0.362], [0.000, -0.674, 1.100], [0.298, -0.304, -0.198], [-0.537, -1.312, 0.251], [-0.705, 0.413, -0.984], [1.554, 0.528, 0.268], [-0.345, 0.825, 0.640], [-0.016, -0.353, -0.237]]}

=====

{"formula": "C5H14ClO5V", "method": "ωB97M-V/def2-TZVPD", "lumo_ha": [-0.0116, -0.0067], "spin_multiplicity": 5, "gap_ev": [6.80, 9.08], "s2": 6.00, "symbols": ["V", "Cl", "C", "O", "H", "H", "H", "H", "C", "O", "H", "H", "H", "H", "C", "O", "C", "O", "O", "C", "H", "H", "H", "H", "H", "H"], "coordinates": [[1.357953, -1.608278, -1.401789], [0.671034, 0.436796, -0.071822], [3.724117, 3.290572, -1.774902], [2.890126, 2.193296, -2.013875], [3.248586, 4.212099, -1.439107], [4.476026, 3.075984, -1.015503], [4.402837, 3.458858, -2.611031], [2.419435, 2.000809, -1.199625], [-0.488577, 3.044730, 2.417114], [-0.328758, 3.190552, 1.054790], [-1.334898, 3.605666, 2.813592], [-0.565866, 1.987241, 2.669794], [0.408067, 3.458900, 2.878179], [0.081549, 2.387967, 0.724491], [-1.153625, -1.982841, 2.087986], [-1.971121, -2.700606, 1.113785], [-1.594157, -2.881013, -0.155416], [-0.518409, -2.554818, -0.629643], [-2.637812, -3.378685, -0.769695], [-2.594723, -3.807819, -2.110434], [-0.243821, -2.580460, 2.144703], [-1.587086, -1.866933, 3.081353], [-0.875280, -1.045512, 1.606277], [-2.300667, -3.054813, -2.841599], [-3.555898, -4.210950, -2.429387], [-1.929032, -4.670743, -2.128238]], "forces_ev_per_a": [[-1.010, 0.735, 0.913], [0.536, -0.807, -0.563], [1.517, 0.093, 0.504], [-0.119, 0.060, -0.289], [-0.413, 0.019, -0.401], [-0.064, -0.277, 0.616], [-0.672, 0.180, -0.558], [-0.334, -0.202, 0.131], [0.744, -0.016, 0.845], [-0.539, 0.537, -1.276], [-0.208, -0.091, -0.278], [-0.192, -0.050, 0.372], [0.087, -0.094, 0.653], [0.043, -0.141, -0.302], [1.538, -0.361, -1.802], [-0.644, -0.206, 0.236], [0.019, 1.325, 1.507], [0.105, -0.537, -0.383], [-0.826, 0.093, 0.062], [0.686, -1.066, -0.820], [0.165, 0.189, 0.443], [-0.646, -0.299, -0.604], [-0.071, 0.209, 0.440], [0.211, 0.183, 0.371], [-0.224, 0.392, 0.596], [0.311, 0.132, -0.413]]}

=====

{"formula": "C7H21NO5", "method": "ωB97M-V/def2-TZVPD", "lumo_ha": 0.0026, "smiles": "CCc1c[nH]cc1C.O.O.O.O.O", "spin_multiplicity": 1, "relative_energy_kj_mol": 187.3, "gap_ev": 8.83, "symbols": ["C", "C", "C", "C", "N", "C", "C", "C", "H", "H", "H", "H", "H", "H", "H", "H", "H", "H", "H", "O", "H", "H", "O", "H", "H", "O", "H", "H", "O", "H", "H", "O", "H", "H"], "coordinates": [[-1.176325, 2.473150, 0.025107], [-0.219625, 1.551233, -0.765872], [0.741013, 0.769272, 0.103098], [0.518832, 0.589936, 1.444297], [1.323772, -0.433374, 1.938924], [2.141502, -0.847128, 0.899759], [1.737177, -0.198440, -0.252167], [2.598521, -0.411135, -1.466345], [-1.376820, 2.100295, 1.021896], [-0.830276, 3.490577, 0.138538], [-2.082951, 2.473545, -0.601883], [0.236374, 2.264444, -1.460119], [-0.728133, 0.794606, -1.370418], [-0.029652, 0.951935, 2.303764], [1.367406, -0.759713, 2.889501], [2.869927, -1.643412, 0.988076], [3.612491, -0.035382, -1.261851], [2.835666, -1.445669, -1.750515], [2.249159, 0.123103, -2.348119], [-1.464925, -1.406258, -3.985685], [-0.926067, -1.343877, -3.181374], [-1.758489, -0.487490, -4.112886], [-2.122512, -2.231691, 1.418113], [-1.781562, -2.632658, 2.228318], [-1.871636, -1.302630, 1.567730], [-3.945091, -0.178038, 1.206064], [-3.619409, -0.231345, 0.313294], [-3.800072, -1.011538, 1.655860], [2.878765, 2.451545, 1.328671], [2.846668, 1.508962, 1.473407], [2.875729, 2.599429, 0.390261], [-0.994744, -1.534833, -1.332572], [-1.506262, -2.253002, -0.924222], [-0.310017, -1.225836, -0.720649]], "forces_ev_per_a": [[-0.567, -1.008, -0.825], [0.709, 0.840, 0.205], [-0.892, -0.273, 0.046], [0.272, -1.594, 2.232], [1.039, 0.368, -1.736], [-1.174, -0.298, 0.333], [1.470, -0.449, 0.581], [0.640, 0.473, -0.624], [-0.430, -0.143, 0.001], [0.334, 0.168, -0.153], [-0.034, 0.348, 0.712], [0.565, -0.534, -0.189], [-0.328, 0.403, 0.077], [-0.700, 0.939, -0.938], [0.004, 0.211, -0.088], [-0.108, 0.166, 0.153], [-0.282, 0.326, -0.018], [-0.791, 0.038, 0.206], [-0.121, -0.103, -0.062], [0.037, 0.808, -0.276], [-0.288, -0.300, 0.058], [0.063, -0.567, -0.079], [0.476, 0.366, 0.686], [-0.096, -0.382, -0.198], [-0.068, -0.145, -0.440], [-0.426, 0.918, 0.717], [0.187, -0.416, -0.399], [0.017, -0.333, -0.444], [0.387, 0.812, 0.876], [-0.032, -0.400, -0.237], [-0.043, -0.161, -0.549], [-0.108, -0.070, 0.096], [0.476, 0.396, 0.088], [-0.190, -0.405, 0.185]]}

=====

{"formula": "C9H12Cl12F3N4O", "method": "ωB97M-V/def2-TZVPD", "lumo_ha": -0.1650, "spin_multiplicity": 1, "gap_ev": 7.87, "total_charge": 1, "symbols": ["F", "C", "F", "F", "C", "O", "C", "C", "C", "N", "N", "N", "N", "H", "H", "H", "H", "H", "H", "H", "H", "C", "Cl", "Cl", "Cl", "H", "C", "Cl", "Cl", "Cl", "H", "C", "Cl", "Cl", "Cl", "H", "C", "Cl", "Cl", "Cl", "H"], "coordinates": [[0.301610, -2.139460, 0.431337], [1.002407, -1.469176, -0.487568], [1.055125, -2.221373, -1.593559], [0.322401, -0.362111, -0.781235], [2.405751, -1.179844, -0.015141], [2.329274, -0.288101, 1.079904], [3.497280, -0.328231, 1.879369], [3.417891, 0.813245, 2.890966], [3.597957, 2.131956, 2.239502], [4.765708, 2.770090, 2.096398], [4.542763, 3.898377, 1.477868], [3.276343, 3.987401, 1.259458], [2.651388, 2.891058, 1.684618], [2.838539, -2.138818, 0.283711], [2.997024, -0.759834, -0.833330], [4.394859, -0.231930, 1.258006], [3.552751, -1.278658, 2.416286], [2.464578, 0.776356, 3.417568], [4.233149, 0.699217, 3.604549], [2.812963, 4.768192, 0.799705], [1.651661, 2.719399, 1.590812], [-2.435819, -2.046870, 1.197215], [-4.165060, -2.376439, 1.245000], [-2.082798, -0.487644, 1.951583], [-1.516928, -3.340802, 1.960062], [-2.133310, -1.986324, 0.159882], [-6.401581, -4.547262, -1.167491], [-6.003272, -6.173338, -0.619057], [-5.753927, -4.241817, -2.780592], [-8.139183, -4.263928, -1.115551], [-5.925337, -3.841086, -0.502042], [-0.652754, 4.170908, -0.625394], [0.325411, 5.155168, 0.497585], [0.312187, 3.718421, -2.020852], [-1.262477, 2.764129, 0.224165], [-1.480085, 4.787872, -0.952864], [-2.073108, -0.109068, -4.377902], [-3.496476, -0.907441, -3.712924], [-1.863229, -0.497780, -6.082290], [-2.156409, 1.639434, -4.132917], [-1.207264, -0.473888, -3.844840]], "forces_ev_per_a": [[0.364, 0.173, -0.194], [0.180, -0.224, -0.143], [0.013, -0.072, -0.103], [-0.185, 0.448, -0.083], [0.084, 0.005, 0.260], [0.142, 0.167, -0.028], [-0.135, -0.062, -0.066], [0.083, -0.144, -0.161], [-0.130, 0.083, -0.110], [0.172, -0.074, -0.020], [-0.082, 0.120, 0.189], [-0.113, -0.126, -0.296], [0.073, -0.235, 0.375], [0.025, -0.001, -0.014], [-0.077, -0.003, -0.047], [0.027, 0.029, 0.040], [0.024, 0.005, 0.044], [0.001, -0.032, 0.020], [-0.049, 0.051, 0.066], [-0.081, -0.073, -0.092], [0.001, 0.207, -0.135], [-0.012, -0.171, -0.082], [-0.001, 0.022, 0.038], [0.028, 0.108, 0.069], [-0.462, -0.174, 0.325], [-0.027, 0.006, 0.012], [0.014, 0.043, 0.014], [0.003, 0.026, -0.014], [0.011, -0.015, -0.066], [0.021, -0.008, -0.010], [-0.018, -0.025, 0.068], [0.156, -0.177, -0.120], [-0.001, 0.249, 0.143], [-0.027, 0.000, 0.024], [-0.024, -0.114, -0.007], [-0.012, 0.012, 0.044], [-0.033, -0.079, -0.074], [0.009, 0.002, 0.031], [-0.014, 0.031, 0.049], [0.003, 0.038, 0.018], [0.051, -0.017, 0.038]]}

=====

{"formula": "C2H7N3O", "method": "ωB97M-V/def2-TZVPD", "lumo_ha": 0.0277, "smiles": "[H]/N=C(\\N)N(C)O", "spin_multiplicity": 1, "relative_energy_kj_mol": 344.4, "gap_ev": 9.68, "symbols": ["H", "N", "C", "N", "N", "C", "O", "H", "H", "H", "H", "H", "H"], "coordinates": [[2.158836, 1.379095, -0.013865], [1.108699, 1.378461, 0.093660], [0.749828, 0.140198, -0.031527], [1.638035, -0.916054, -0.109537], [-0.585967, -0.124843, -0.358371], [-1.634843, 0.791202, 0.010230], [-0.889603, -1.389871, 0.199524], [1.225001, -1.638815, 0.574804], [2.762958, -0.668671, -0.080533], [-2.477097, 0.571011, -0.689919], [-1.117271, 1.854256, -0.081477], [-1.976912, 0.565121, 1.091450], [-0.961663, -1.941087, -0.604437]], "forces_ev_per_a": [[-1.380, 0.346, 0.629], [1.077, -0.850, -0.695], [1.201, 3.217, -0.839], [1.661, -1.538, 1.321], [0.834, -0.946, 0.886], [0.380, 1.514, 0.846], [-0.537, -1.131, -0.949], [1.747, 0.956, -1.548], [-4.396, -0.840, 0.468], [0.560, 0.712, 0.621], [-1.634, -2.120, 0.151], [0.544, 0.622, -1.594], [-0.056, 0.057, 0.702]]}

=====

{"formula": "C4H7N3", "method": "ωB97M-V/def2-TZVPD", "lumo_ha": -0.4044, "smiles": "C=C=[N+](C)C#[N+]N", "spin_multiplicity": 1, "relative_energy_kj_mol": 484.9, "gap_ev": 9.73, "total_charge": 2, "symbols": ["C", "C", "N", "C", "C", "N", "N", "H", "H", "H", "H", "H", "H", "H"], "coordinates": [[0.352478, 1.902376, 0.041952], [0.428444, 0.616637, 0.127139], [0.689754, -0.631860, 0.038653], [2.022943, -1.098300, -0.071259], [-0.463308, -1.307116, 0.000006], [-1.516010, -0.770430, 0.218672], [-2.554143, -0.118496, -0.039117], [0.339791, 2.621873, -0.791363], [0.264059, 2.738727, 0.743011], [2.013389, -2.066813, 0.633705], [2.634739, -0.450066, 0.414157], [2.162895, -1.504386, -0.996547], [-3.411261, -0.003799, 0.628835], [-2.963769, 0.071652, -0.947838]], "forces_ev_per_a": [[0.026, -0.183, 0.321], [1.386, 3.999, -0.837], [-0.462, 2.577, 0.342], [-1.071, -5.623, 3.665], [-2.651, -0.661, 0.208], [-1.361, -0.649, -0.828], [-3.053, 0.024, 1.859], [-0.033, -1.262, -1.218], [0.107, -0.910, 1.466], [0.338, 1.923, -1.398], [2.163, 2.058, 0.542], [1.036, -0.337, -2.732], [2.456, -0.632, -0.248], [1.119, -0.325, -1.143]]}

=====

no.,E_tot (Ha)
1,-16515.92876
2,-1979.20810
3,-710.23964
4,-6465.99311
5,-319.81860
6,-319.93044